(1)
Density functional theory data (ωB97M-V/def2-TZVPD) for 2 unconnected molecules or ions with the total composition C5H12N2.

Calculated values
Charge   0
Molecular weight   100.16 g mol⁻¹
E_HOMO   -6.843 eV

Element x y z (Å)
C: 1.17194 2.88357 0.28719
C: 1.63296 1.99757 1.19428
C: -1.55209 -2.43144 -0.59076
C: -0.88821 -0.38621 0.85394
C: -0.63180 -1.22362 -0.34658
N: 0.86459 0.14937 -1.26576
N: 0.24809 -0.95856 -1.27104
H: 0.35731 3.50590 0.68478
H: 1.43929 3.15442 -0.64485
H: 1.37997 1.92018 2.18579
H: -1.33621 -3.19273 0.25009
H: -1.56505 -2.85567 -1.51839
H: -2.52303 -2.09957 -0.18082
H: -0.12835 0.43472 0.99013
H: -1.70936 0.16591 0.41110
H: -1.24594 -0.91605 1.81705
H: 1.60173 0.33850 -1.89908
H: 2.51153 1.25298 0.98704
H: 0.37263 -1.73928 -1.94412

---

(2)
Density functional theory data (ωB97M-V/def2-TZVPD) for C5H12N2 in the gas phase.

Calculated values
SMILES   NC[C@@H]1CCCN1
Charge   0
Molecular weight   100.16 g mol⁻¹
E_HOMO   -8.595 eV

Element x y z (Å)
N: -0.67903 -2.23179 1.54194
C: 0.33102 -1.55050 0.75988
C: -0.02396 -0.10556 0.50304
C: -0.84733 0.17756 -0.74437
C: -0.58678 1.64127 -1.00113
C: 0.90172 1.78587 -0.65736
N: 1.20490 0.72053 0.28809
H: -0.34247 -2.90302 2.20754
H: -1.46532 -2.56733 1.00805
H: 0.55061 -2.07516 -0.18760
H: 1.25074 -1.57925 1.34869
H: -0.52160 0.37195 1.35357
H: -1.89592 -0.10581 -0.71631
H: -0.44149 -0.39886 -1.57970
H: -0.85782 2.05759 -1.96757
H: -1.15087 2.24287 -0.28433
H: 1.13677 2.78475 -0.28794
H: 1.52630 1.66844 -1.56168
H: 1.91051 0.06645 -0.02280

---

(3)
Density functional theory data (ωB97M-V/def2-TZVPD) for C5H12N2 in the gas phase.

Calculated values
SMILES   C=C(C)NN(C)C
Charge   0
Molecular weight   100.16 g mol⁻¹
E_HOMO   -8.012 eV

Element x y z (Å)
C: 0.30028 2.41776 -0.75026
C: -0.12730 1.24749 -0.24435
C: -1.47471 0.72333 -0.67195
N: 0.61303 0.57330 0.72375
N: 0.75953 -0.82306 0.82032
C: -0.40342 -1.49226 1.38230
C: 1.26492 -1.43362 -0.40241
H: 1.24639 2.85699 -0.45314
H: -0.28253 2.96818 -1.48178
H: -2.11416 0.55595 0.20095
H: -2.00446 1.43255 -1.31840
H: -1.38114 -0.20938 -1.23397
H: 1.47701 1.06808 0.95719
H: -1.23324 -1.58261 0.67607
H: -0.13152 -2.50637 1.69648
H: -0.76236 -0.97320 2.27819
H: 0.53867 -1.41881 -1.22061
H: 1.53951 -2.47803 -0.21696
H: 2.17550 -0.92631 -0.74140

---

(4)
Density functional theory data (ωB97M-V/def2-TZVPD) for C5H12N2 in the gas phase.

Calculated values
SMILES   N/C=C/CCCN
Charge   0
Molecular weight   100.16 g mol⁻¹
E_HOMO   -7.959 eV

Element x y z (Å)
N: 1.50327 -1.34043 -2.48850
C: 0.34779 -1.12203 -1.72355
C: -0.08563 0.00096 -1.14584
C: -1.35810 0.09484 -0.33488
C: -1.15504 0.99094 0.93024
C: -0.25264 0.57278 2.04871
N: 1.16013 0.51150 1.61944
H: 1.53065 -2.14237 -3.07712
H: 2.15145 -0.61851 -2.25793
H: -0.09975 -2.06457 -1.40994
H: 0.38754 0.97106 -1.31801
H: -1.62102 -0.87378 0.08522
H: -2.07988 0.57715 -0.97696
H: -0.70566 1.87240 0.43159
H: -2.15879 1.29696 1.28941
H: -0.50463 -0.36831 2.55024
H: -0.21463 1.39669 2.77909
H: 1.76720 0.07059 2.29806
H: 1.38774 0.17413 0.70073

---

Least stable = (1)

---

(1)
Density functional theory data (ωB97M-V/def2-TZVPD) for C9H11NO in the gas phase.

Calculated values
SMILES   CN(C)C(=O)c1ccccc1
Charge   0
Molecular weight   149.19 g mol⁻¹
E_HOMO   -9.367 eV

Element x y z (Å)
C: 0.99864 0.12553 1.97200
N: -0.31644 0.64804 1.70093
C: -1.16801 0.92699 2.80596
C: -1.06451 0.14231 0.62897
O: -2.28592 -0.22981 0.76606
C: -0.40624 -0.12904 -0.71706
C: -0.81740 -1.25727 -1.51413
C: -0.28830 -1.47395 -2.73351
C: 0.84917 -0.66901 -3.09697
C: 1.29140 0.39970 -2.35712
C: 0.68198 0.58168 -1.10894
H: 1.78564 0.79459 2.56787
H: 0.83449 -0.67139 2.59900
H: 1.81189 -0.04287 1.17603
H: -0.55051 1.71871 3.45207
H: -1.44447 0.15808 3.38224
H: -1.94958 1.45429 2.60907
H: -1.53377 -1.70688 -1.28498
H: -0.72885 -2.14483 -3.41671
H: 1.19885 -0.90610 -4.35212
H: 2.03170 0.96016 -2.48665
H: 1.07026 1.32106 -0.59202

---

(2)
Density functional theory data (ωB97M-V/def2-TZVPD) for C9H11NO in the gas phase.

Calculated values
SMILES   CN(C)C(=O)c1ccccc1
Charge   0
Molecular weight   149.19 g mol⁻¹
E_HOMO   -9.177 eV

Element x y z (Å)
C: -2.24235 0.39451 0.13293
N: -1.29890 0.73044 -0.86813
C: -2.03022 1.26916 -2.04622
C: -0.12582 0.04071 -1.18432
O: 0.11478 -0.31966 -2.30320
C: 0.77931 -0.27088 -0.06526
C: 0.69514 0.33216 1.15058
C: 1.60304 0.07844 2.22098
C: 2.61500 -0.84081 1.97143
C: 2.64029 -1.49901 0.77668
C: 1.72712 -1.27792 -0.22578
H: -2.53486 1.33384 0.70733
H: -3.22882 -0.25732 -0.20485
H: -1.90185 -0.38229 0.86726
H: -2.77550 1.83944 -1.68256
H: -2.52579 0.33758 -2.85250
H: -1.28479 1.74966 -2.85391
H: -0.04149 1.05530 1.57594
H: 1.53736 0.64495 3.03966
H: 3.15158 -1.13491 2.62492
H: 3.29916 -2.11044 0.45530
H: 1.82763 -1.71295 -1.23628

---

Least stable = (1)